Record 1
Molecular formula: C3H7NO2P
Method: DFT, ωB97M-V/def2-TZVPD

```
! wB97M-V def2-TZVPD RIJCOSX def2/J DEFGRID3
* xyz -1 1
C -0.6775 0.2461 1.2274
C 0.6702 0.5082 0.5849
C -1.2340 -1.0467 0.8793
N 0.6437 0.9524 -0.7401
O 1.7396 -1.2905 -1.8453
O 0.3518 0.3439 -3.2247
P 0.6675 -0.2896 -1.9141
H -0.7254 0.4712 2.2632
H -1.3439 1.0338 0.8106
H 1.1476 1.1913 1.4191
H 1.1392 -0.5074 0.4593
H -0.9610 -1.9746 1.3301
H -1.3336 -1.1912 -0.2824
H -0.0841 1.5531 -0.9676
*
```

Calculated values
Relative energy (zero: lowest compared OMol25 entry of this formula, charge and spin) (eV): 3.5505
HOMO-LUMO gap (alpha / beta) (eV): 8.2 / 5.4
LUMO energy (alpha / beta) (eV): 4.023 / 3.529

=====

Record 2
Molecular formula: C3H7NO2S
Method: DFT, ωB97M-V/def2-TZVPD

```
! wB97M-V def2-TZVPD RIJCOSX def2/J DEFGRID3
* xyz 0 1
O -1.5052 -1.5988 0.6054
C -1.5084 -0.5102 -0.2221
O -2.4913 -0.2554 -0.9825
C -0.8089 0.7624 0.4436
C -0.0252 0.1348 -0.6658
S 1.6761 -0.1485 -0.3547
N -0.1711 0.7031 1.6998
H -2.4196 -1.9297 0.6315
H -1.6134 1.5467 0.3522
H -0.2584 0.5309 -1.6666
H 4.3804 -0.6516 -1.7520
H 3.8350 -0.1234 -1.6109
H 0.5021 -0.0422 1.6745
H 0.4077 1.5817 1.8476
*
```

Calculated values
Relative energy (zero: lowest compared OMol25 entry of this formula, charge and spin) (eV): 5.7225
HOMO-LUMO gap (eV): 6.2
LUMO energy (eV): -2.619

=====

Record 3
Molecular formula: C3H7NO2S
Method: DFT, ωB97M-V/def2-TZVPD

```
! wB97M-V def2-TZVPD RIJCOSX def2/J DEFGRID3
* xyz 0 1
C 1.7451 -0.8008 -0.4168
C 0.5906 -0.7585 0.6013
O -0.6319 -0.9780 -0.3489
C -1.5618 -0.1043 -0.3484
S -3.1134 -0.6515 -0.0872
N -1.5017 1.2105 0.0227
O -0.0931 1.9128 -0.2393
H 2.7005 -0.8171 0.0997
H 1.7825 -1.7188 -1.0730
H 1.5775 0.0677 -0.9475
H 0.1575 -1.6727 1.2822
H 0.4673 0.3148 1.0636
H -2.1643 1.9208 -0.3501
H 0.0453 2.0752 0.7416
*
```

Calculated values
Relative energy (zero: lowest compared OMol25 entry of this formula, charge and spin) (eV): 5.0753
HOMO-LUMO gap (eV): 8.7
LUMO energy (eV): 0.328

=====

Record 4
Molecular formula: C3H7NO3
Method: DFT, ωB97M-V/def2-TZVPD

```
! wB97M-V def2-TZVPD RIJCOSX def2/J DEFGRID3
* xyz 0 1
C 0.0657 -1.1436 1.4220
C 1.4912 -1.0727 0.9533
O 2.4235 -0.6324 1.5665
O 1.6392 -1.6397 -0.2732
H -0.6096 -1.3848 0.6105
H -0.2588 -0.2385 1.9279
H 0.0892 -1.9170 2.1941
H 2.5894 -1.6089 -0.4591
N -1.8575 2.1173 -1.4267
C -1.0176 0.9870 -1.2301
O -1.2923 -0.1422 -1.4728
H -1.6147 2.7988 -0.7132
H -1.6120 2.5844 -2.2966
H -0.0359 1.2924 -0.8025
*
```

Calculated values
Relative energy (zero: lowest compared OMol25 entry of this formula, charge and spin) (eV): 1.3349
HOMO-LUMO gap (eV): 11.0
LUMO energy (eV): 0.634

=====

Record 5
Molecular formula: C3H7NO3
Method: DFT, ωB97M-V/def2-TZVPD

```
! wB97M-V def2-TZVPD RIJCOSX def2/J DEFGRID3
* xyz 0 1
C -0.7358 1.3419 -0.2838
C -0.6434 -0.0904 0.1764
O -1.4693 -0.3609 1.2165
N -0.5462 -1.0184 -0.8394
H -1.9115 -1.2147 1.1147
H -0.6765 -1.9788 -0.5408
H -1.6884 1.4823 -0.7995
H -0.6803 2.0099 0.5706
H 0.0901 1.5647 -0.9556
C 2.1524 -0.2145 0.3873
O 2.1779 -0.6771 -0.7322
O 2.8226 0.1693 1.2908
H 0.3851 -0.9408 -1.2876
H 0.7232 -0.0725 0.6826
*
```

Calculated values
Relative energy (zero: lowest compared OMol25 entry of this formula, charge and spin) (eV): 2.4690
HOMO-LUMO gap (eV): 9.5
LUMO energy (eV): 0.018

=====

Record 6
Molecular formula: C3H7NO3
Method: DFT, ωB97M-V/def2-TZVPD

```
! wB97M-V def2-TZVPD RIJCOSX def2/J DEFGRID3
* xyz 0 1
C -0.5430 0.6954 -0.3045
C 1.7342 -0.5739 -0.5365
N -0.7930 0.3210 1.0157
C -1.6416 -0.7184 1.2394
O 1.1082 0.6125 -0.0291
O -0.8202 1.9824 -0.5814
O -2.3483 -1.2659 0.4075
H -0.5310 2.2038 -1.4765
H 0.5383 0.4175 1.0604
H -0.7596 -0.0254 -1.0977
H -1.6452 -1.0271 2.2978
H 1.7407 -0.5532 -1.6265
H 2.7593 -0.6001 -0.1703
H 1.2013 -1.4685 -0.1981
*
```

Calculated values
Relative energy (zero: lowest compared OMol25 entry of this formula, charge and spin) (eV): 3.7513
HOMO-LUMO gap (eV): 10.1
LUMO energy (eV): 0.493

=====

Record 7
Molecular formula: C3H7NO3
Method: DFT, ωB97M-V/def2-TZVPD

```
! wB97M-V def2-TZVPD RIJCOSX def2/J DEFGRID3
* xyz 0 1
C -0.5221 1.5192 -0.0581
C -1.0049 0.2618 0.7729
N -1.0961 -0.9355 -0.0183
O 0.0542 -1.1689 -0.8341
C 1.2567 -1.1324 -0.2155
O 1.4826 -1.2362 0.9542
O 2.1933 -1.1642 -1.1766
H -1.2171 1.7147 -0.8756
H -0.5607 2.3654 0.6221
H 0.4889 1.4681 -0.4547
H -0.2959 0.0774 1.5771
H -1.9978 0.4278 1.1904
H -1.8369 -0.8603 -0.7139
H 3.0558 -1.3369 -0.7698
*
```

Calculated values
Relative energy (zero: lowest compared OMol25 entry of this formula, charge and spin) (eV): 2.5813
HOMO-LUMO gap (eV): 10.1
LUMO energy (eV): 0.738

=====

Record 8
Molecular formula: C3H7NO3
Method: DFT, ωB97M-V/def2-TZVPD

```
! wB97M-V def2-TZVPD RIJCOSX def2/J DEFGRID3
* xyz 0 1
N -2.4077 -0.2792 0.9294
C -1.2227 0.3652 1.2388
O -0.9521 1.4466 0.7979
O -0.4249 -0.3324 2.0801
H -2.4296 -1.2803 0.8229
H -2.9498 0.2239 0.2456
H -0.9518 -1.0229 2.4962
C 1.1112 -0.1670 -0.9167
C 2.2441 0.5044 -1.6444
O 2.8755 -0.0288 -2.5222
H 0.1910 0.3598 -1.1565
H 1.2950 -0.1027 0.1557
H 1.1146 -1.2204 -1.1905
H 2.5073 1.5339 -1.3362
*
```

Calculated values
Relative energy (zero: lowest compared OMol25 entry of this formula, charge and spin) (eV): 1.1211
HOMO-LUMO gap (eV): 9.9
LUMO energy (eV): 0.272

=====

Record 9
Molecular formula: C3H7NO3
Method: DFT, ωB97M-V/def2-TZVPD

```
! wB97M-V def2-TZVPD RIJCOSX def2/J DEFGRID3
* xyz 0 1
C -1.0805 0.6988 -1.2475
N -0.5757 0.9229 0.0812
O 0.4680 1.8290 0.1956
C -0.9543 0.2202 1.1558
O -1.7919 -0.6519 1.1504
H -1.8970 -0.0147 -1.1635
H -1.4436 1.6363 -1.6692
H -0.2950 0.2925 -1.8902
H 1.2977 1.3451 0.0138
H -0.4090 0.5419 2.0602
C 1.6700 -1.7081 0.3309
O 1.8867 -0.6276 -0.1351
H 1.1834 -1.8462 1.3076
H 1.9411 -2.6382 -0.1902
*
```

Calculated values
Relative energy (zero: lowest compared OMol25 entry of this formula, charge and spin) (eV): 3.6318
HOMO-LUMO gap (eV): 9.8
LUMO energy (eV): 0.335

=====

Record 10
Molecular formula: C3H7NO3
Method: DFT, ωB97M-V/def2-TZVPD

```
! wB97M-V def2-TZVPD RIJCOSX def2/J DEFGRID3
* xyz 0 3
C -0.7250 0.5999 1.0530
C 0.4589 0.5732 -1.4655
C 1.3129 -0.3749 -0.7094
N -0.7366 -0.6766 0.4132
O 0.5940 -1.1890 0.1684
O -1.2793 -1.5446 1.4064
O 2.4793 -0.4600 -0.7148
H 0.4120 0.9630 1.3601
H -1.3905 0.5855 1.8694
H -1.1786 1.3600 0.4265
H -0.6174 0.3390 -1.3767
H 0.8519 0.6365 -2.4747
H 0.7315 1.5776 -1.0249
H -0.9133 -2.3898 1.0692
*
```

Calculated values
Relative energy (zero: lowest compared OMol25 entry of this formula, charge and spin) (eV): 5.0041
HOMO-LUMO gap (alpha / beta) (eV): 4.7 / 7.6
LUMO energy (alpha / beta) (eV): 0.611 / -2.497